(1)
59
Properties=species:S:1:pos:R:3:forces:R:3 method="wB97M-V/def2-TZVPD" homo_lumo_gap_ev="5.80 / 5.93" multiplicity=5 total_charge=+1 de_lowest_ev=4.7480 e_lumo_ev="-3.698 / -5.012"
Pt -0.5277 -3.8199 18.9332 0.2 -0.5 -2.0
C 0.1163 -4.0161 20.9726 1.1 -2.3 0.6
C 1.4814 -4.3269 20.4106 -1.6 2.1 -0.5
C 1.7966 -3.1813 19.6499 0.0 -1.1 -0.4
C 0.6974 -2.2449 19.7094 -2.5 1.3 1.2
C -0.3058 -2.7262 20.7224 2.9 1.7 -1.8
H -0.3516 -4.7042 21.6316 -0.5 -0.4 0.5
H 1.9706 -5.2938 20.5042 0.0 0.4 -0.1
H 2.6045 -3.0312 18.9411 0.0 -0.2 0.3
H 0.5702 -1.2343 19.2449 0.7 -1.3 0.4
H -1.1726 -2.1936 21.0123 -0.6 0.2 0.4
C -1.3985 -5.4128 9.5555 -0.2 0.5 0.1
O -1.6108 -6.6332 10.2093 0.8 -1.4 -1.4
C -2.3062 -6.8140 11.3017 -0.3 -1.3 1.7
C -2.3567 -8.2052 11.8071 -0.6 1.9 0.6
C -3.1174 -8.4066 12.9419 0.1 0.6 -0.1
C -3.8736 -7.3954 13.6337 0.9 0.6 -0.4
C -3.7327 -6.0755 13.1628 0.3 -0.1 -0.6
C -2.8988 -5.7847 12.0402 -1.2 -0.9 1.0
N -4.4616 -7.7462 14.8359 3.3 -2.6 -4.1
N -5.1710 -7.3478 15.7089 -1.9 3.1 4.8
C -4.4932 -6.5125 16.8435 0.1 -3.6 -3.6
C -5.3273 -5.6765 17.4554 1.5 1.1 2.2
C -4.7284 -4.7361 18.3694 -1.2 -3.2 -1.6
C -3.3442 -4.7430 18.5582 -0.7 2.1 -1.7
O -2.8440 -3.8384 19.2612 0.7 -0.3 0.3
C -2.4994 -5.6213 17.6858 0.1 -1.6 3.0
N -1.2948 -5.6259 18.1614 4.1 -3.1 -1.1
C -0.4201 -6.8002 17.8598 -3.3 0.7 -0.3
C -0.9358 -7.9656 17.3055 -2.7 1.5 0.3
C -2.4629 -7.9937 16.9298 6.0 3.2 1.7
C -3.0756 -6.7963 17.1061 -2.0 1.4 -0.5
H -0.9781 -5.6101 8.5698 -0.4 -0.3 0.0
H -0.5969 -4.9121 10.0768 0.0 0.8 0.4
H -2.3424 -4.8413 9.4849 0.6 0.0 0.0
H -1.7416 -9.0414 11.4266 -0.5 0.9 -0.1
H -3.0948 -9.3647 13.3959 -0.1 -0.9 0.3
H -4.2689 -5.2657 13.6608 0.3 -0.2 0.0
H -2.7984 -4.7440 11.7776 0.1 0.0 -0.3
H -6.3274 -6.0454 17.4240 -1.0 1.0 -0.3
H -5.3690 -4.2020 18.9727 -0.9 1.5 1.3
H 0.6010 -6.7687 18.1752 0.3 0.5 0.2
H -0.2584 -8.8251 17.2665 -0.6 0.2 -0.3
H -2.8597 -8.8017 16.4657 -1.4 -2.3 -1.0
O -2.7918 -4.1365 16.0351 0.4 0.3 0.0
C -1.8432 -3.3498 15.9449 -1.0 -1.4 1.4
N -0.8646 -3.1597 16.8746 2.0 0.0 2.4
C 0.0753 -2.2344 16.3891 -0.9 1.1 -1.4
O 1.1383 -1.8080 16.7497 0.7 -0.9 2.1
C -0.4476 -1.7178 15.1273 -2.1 -0.7 -1.6
C 0.0673 -0.8096 14.2252 -0.8 -0.8 0.7
C -0.5567 -0.7850 12.9635 1.7 0.4 0.9
C -1.6351 -1.5867 12.6732 -0.8 -0.1 0.4
C -2.2536 -2.4112 13.6354 0.7 -0.1 -1.0
C -1.6137 -2.4956 14.8346 1.7 2.0 -1.1
H 0.9039 -0.1628 14.4851 -0.1 -0.3 -0.2
H 0.0818 -0.1862 12.3262 -1.0 0.1 -1.0
H -2.1166 -1.6204 11.7279 0.1 0.3 -1.0
H -3.0490 -3.0771 13.2963 0.0 0.3 0.5

=====

(2)
89
Properties=species:S:1:pos:R:3:forces:R:3 method="wB97M-V/def2-TZVPD" homo_lumo_gap_ev="6.37 / 6.37" multiplicity=3 total_charge=-1 de_lowest_ev=4.4087 e_lumo_ev="2.239 / 2.239"
Pr -0.2069 0.2507 0.0520 2.3 0.1 2.9
O 2.2901 4.0987 0.3274 -0.1 0.1 0.0
C 1.4913 3.1867 0.1116 0.0 -0.4 0.0
N 1.2656 2.0627 0.8030 -0.1 0.0 -0.2
C 1.6370 1.9562 2.1470 0.1 -0.2 0.6
C 1.9175 3.0520 2.9657 -0.1 0.0 -0.2
C 2.0945 2.9127 4.3336 0.0 0.0 0.1
C 2.0254 1.6611 4.9153 0.0 0.1 0.0
C 1.7841 0.5483 4.1274 0.1 0.0 -0.1
C 1.5911 0.6536 2.7421 0.2 0.3 0.0
N 1.4145 -0.4256 1.8873 0.2 -0.4 -0.1
C 0.7342 -1.5867 2.3431 0.2 0.6 -0.7
O 1.1081 -2.1334 3.6081 -0.1 -0.2 0.0
C 1.0220 -2.6263 1.2627 -0.2 -0.1 0.2
C 2.0624 -3.5307 1.4434 0.0 0.0 0.0
C 2.3661 -4.4097 0.4211 -0.2 0.1 0.0
C 1.6072 -4.3594 -0.7373 -0.1 -0.1 0.0
C 0.6044 -3.4127 -0.8268 0.0 -0.1 0.0
N 0.3155 -2.5397 0.1372 0.2 -0.1 0.3
C 0.5601 3.3310 -1.0811 0.1 0.2 -0.1
C 0.3328 4.6236 -1.5445 0.1 0.0 -0.1
C -0.5747 4.8293 -2.5639 0.0 -0.2 0.1
C -1.2006 3.7234 -3.1176 0.0 0.0 -0.1
C -0.8949 2.4709 -2.6210 0.1 0.1 -0.1
N -0.0511 2.2609 -1.6072 0.0 0.6 0.0
H 1.9641 4.0325 2.5187 0.0 0.0 0.0
H 2.2704 3.7885 4.9451 0.0 0.1 0.0
H 2.1458 1.5397 5.9843 0.0 0.0 0.0
H 1.7748 -0.4241 4.5844 0.0 0.0 0.0
H 2.6242 -3.5097 2.3659 0.0 0.0 0.0
H 3.1700 -5.1268 0.5239 0.0 0.0 0.0
H 1.7956 -5.0262 -1.5659 0.0 0.0 0.0
H 0.0152 -3.3492 -1.7289 0.0 0.0 0.0
H 0.8824 5.4282 -1.0794 0.0 0.0 0.0
H -0.7921 5.8274 -2.9209 0.0 0.0 0.0
H -1.9222 3.8246 -3.9150 0.0 0.0 0.0
H -1.3601 1.5984 -3.0593 -0.1 0.1 0.1
F 1.8497 -0.3076 -5.4297 -0.1 -0.2 0.1
C 1.8363 0.1582 -4.1819 -0.1 0.3 -0.1
F 3.0893 0.4077 -3.8138 -0.1 -0.2 0.2
F 1.1592 1.3025 -4.1774 0.0 -0.1 0.1
S 1.0774 -1.0821 -3.0140 0.6 0.2 -1.0
O 1.1379 -0.4440 -1.7156 0.7 -0.3 -0.9
O 1.8726 -2.2481 -3.2115 0.0 -0.1 -0.1
N -0.3707 -1.2082 -3.6293 0.0 0.2 0.3
S -1.7113 -1.0678 -2.8332 -0.1 -0.5 -0.9
O -1.5126 -0.7344 -1.4416 -1.2 -1.2 -1.7
O -2.6933 -0.3219 -3.5443 0.0 -0.1 -0.3
C -2.3741 -2.8419 -2.8270 0.2 -0.6 0.0
F -2.4192 -3.3312 -1.5865 0.0 0.2 0.1
F -1.5488 -3.6226 -3.5364 0.0 0.1 0.0
F -3.5794 -2.9499 -3.3596 0.0 0.4 0.0
Br -1.6042 1.0007 5.5841 0.0 0.1 0.0
C -1.0815 -0.6156 4.7122 -0.1 -0.1 0.9
C -0.9288 -1.6955 5.4944 0.0 0.2 -0.2
C -0.5810 -3.0067 4.9912 0.1 0.0 -0.2
C 0.3369 -3.1780 4.0401 0.0 -0.1 0.1
N -0.6458 -1.1090 2.2794 -0.4 0.3 1.1
C -1.2122 -0.5033 3.2707 0.1 -0.5 -1.0
H -1.1145 -1.6025 6.5563 0.0 0.1 0.0
H -1.0669 -3.8694 5.4289 0.0 -0.1 -0.1
H 0.5820 -4.1575 3.6383 0.0 0.0 0.0
H -1.9819 0.2094 2.9859 -0.1 -0.1 0.1
C -6.2395 -4.0358 0.1075 0.1 0.2 0.0
N -5.1675 -3.1669 0.5779 0.0 0.0 -0.3
C -5.3393 -1.7796 0.3705 0.6 0.6 0.7
N -6.6522 -1.3530 0.6641 -0.2 -0.1 0.2
S -4.1259 -0.9308 1.5657 0.0 -0.3 0.0
H -5.9298 -5.0661 0.2684 -0.1 0.0 0.0
H -6.4789 -3.8883 -0.9526 -0.1 -0.1 0.0
H -7.1215 -3.8357 0.7142 -0.1 -0.1 -0.1
H -4.2654 -3.4378 0.2083 0.1 0.0 0.1
H -7.3124 -1.6854 -0.0293 0.0 0.0 0.0
H -6.6892 -0.3426 0.6861 0.0 0.0 0.0
F -3.8221 3.7567 1.2689 0.0 0.0 -0.1
C -4.0170 2.4893 1.6319 0.2 -0.1 0.3
F -3.6337 2.3504 2.9046 0.0 0.0 0.0
F -5.3130 2.2294 1.5804 0.1 -0.1 -0.2
S -2.8125 1.4408 0.5772 -1.3 0.5 0.2
O -1.5659 1.7255 1.2907 -0.3 0.7 0.6
O -2.7577 1.9839 -0.7609 -0.6 0.0 0.3
N -3.0401 -0.1033 0.5751 -0.8 0.6 0.2
S -4.7860 0.0839 -1.5120 -1.5 -0.8 -0.6
O -4.9067 -1.4674 -0.9983 0.3 0.1 -0.5
O -5.6106 0.9180 -0.6456 0.2 0.4 0.0
C -6.1423 -0.2513 -2.8816 -0.2 -0.1 -0.1
F -6.4252 0.8945 -3.5207 0.2 0.0 0.2
F -5.8423 -1.1669 -3.8125 0.4 0.1 0.2
F -7.2860 -0.6719 -2.3050 0.2 0.1 0.2

=====

(3)
65
Properties=species:S:1:pos:R:3:forces:R:3 method="wB97M-V/def2-TZVPD" homo_lumo_gap_ev="6.67 / 7.24" multiplicity=4 total_charge=0 de_lowest_ev=0.1272 e_lumo_ev="-0.062 / -0.117"
V 0.5243 0.2070 -1.0948 -0.1 0.2 -0.3
Cl 3.2050 2.0877 0.1295 0.1 0.1 0.0
C 3.5408 2.0785 -1.6004 0.0 -0.1 -0.1
Cl 2.0592 2.3486 -2.5493 0.0 0.0 0.2
H 3.9184 1.0980 -1.8681 0.0 0.0 0.0
H 4.2290 2.8833 -1.8256 0.0 0.0 0.0
Cl 4.3596 -2.8478 -2.2472 0.0 0.0 0.0
C 2.6905 -3.2408 -1.9905 0.0 -0.1 0.0
C 2.2713 -4.5610 -2.2037 0.1 0.1 0.0
C 0.9720 -4.9312 -2.0050 -0.1 0.0 0.0
Cl 0.4902 -6.5851 -2.2710 0.0 0.0 0.0
C 0.0138 -3.9767 -1.5894 0.0 -0.1 -0.1
C -1.3534 -4.2568 -1.3628 0.0 0.0 0.0
C -2.2018 -3.2573 -0.9807 0.0 0.1 0.0
C -1.6920 -1.9555 -0.8249 -0.1 0.0 0.0
N -0.4278 -1.6684 -1.0200 0.2 -0.3 0.0
C 0.4471 -2.6487 -1.3968 0.0 0.1 0.1
C 1.8272 -2.2329 -1.5662 -0.1 -0.1 0.1
O 2.1814 -1.0249 -1.3117 -0.3 0.1 0.0
H 3.0005 -5.2920 -2.5254 0.0 0.0 0.0
H -1.7115 -5.2683 -1.4975 0.0 0.0 0.0
H -3.2512 -3.4462 -0.8030 0.0 0.0 0.0
H -2.3344 -1.1262 -0.5475 0.0 0.0 0.0
O 0.3458 -0.2039 -3.2561 0.1 0.2 0.1
N -0.6590 -0.0974 -4.0732 0.0 -0.1 0.0
C -0.7909 -1.0405 -5.0325 0.0 0.1 0.0
C -1.8139 -0.9687 -5.9486 0.0 0.0 0.0
C -2.7234 0.0774 -5.8857 0.0 0.0 0.0
C -2.5727 1.0251 -4.8889 0.0 0.0 0.1
C -1.5337 0.9243 -3.9864 0.0 0.0 0.0
H -0.0342 -1.8090 -4.9933 0.0 0.0 0.0
H -1.8869 -1.7383 -6.7033 0.0 0.0 0.0
H -3.5310 0.1502 -6.5999 0.0 0.0 0.0
H -3.2533 1.8586 -4.7910 0.0 0.0 0.0
H -1.3472 1.6027 -3.1673 0.0 0.0 0.0
N -0.9651 1.7452 -0.9700 0.0 0.0 -0.1
C -1.1339 2.8822 -0.7411 0.0 0.0 0.1
N -1.3687 4.1200 -0.5109 0.1 0.0 0.0
C -0.5322 4.7348 0.3195 -0.1 0.0 0.0
N 0.1633 5.3138 1.0420 0.0 0.0 0.1
N 0.5227 0.2179 1.0889 0.1 0.0 -0.1
S 0.1809 1.4725 1.9921 -0.1 0.0 -0.2
C -1.2585 1.0773 2.9898 0.0 0.0 0.1
C -1.9992 -0.0483 2.6803 0.0 0.0 0.0
C -3.1439 -0.3300 3.4173 0.0 0.0 0.0
C -3.5391 0.5175 4.4388 0.0 0.0 0.0
C -2.7925 1.6546 4.7307 0.0 0.0 0.0
C -1.6491 1.9409 4.0063 0.0 0.0 0.0
C 1.3889 1.6151 3.2931 0.1 0.1 0.0
C 2.1167 2.7937 3.3386 0.0 0.1 0.0
C 3.1113 2.9363 4.3002 0.0 0.0 0.0
C 3.3635 1.9060 5.1903 0.0 0.0 0.0
C 2.6241 0.7272 5.1352 0.0 0.0 0.0
C 1.6294 0.5784 4.1873 0.0 0.0 0.0
H 0.7271 -0.6146 1.6356 0.1 0.0 -0.1
H -1.6759 -0.6878 1.8684 0.0 0.0 0.0
H -3.7250 -1.2131 3.1857 0.0 0.0 0.0
H -4.4319 0.2973 5.0090 0.0 0.0 0.0
H -3.1054 2.3193 5.5248 0.0 0.0 0.0
H -1.0645 2.8249 4.2316 0.0 0.0 0.0
H 1.9090 3.5882 2.6297 0.0 0.0 0.0
H 3.6854 3.8517 4.3456 0.0 0.0 0.0
H 4.1395 2.0167 5.9363 0.0 0.0 0.0
H 2.8258 -0.0712 5.8369 0.0 0.0 0.0
H 1.0396 -0.3302 4.1461 0.0 0.0 0.0